Molecular formula: C9H11F2OP
Method: DFT, ωB97M-V with the def2-TZVPD basis set

```
24
Properties=species:S:1:pos:R:3:forces:R:3:mulliken_charge:R:1
C -2.57524 2.73122 1.56747 -0.6 1.4 -0.3 -0.525
C -2.93107 1.39467 1.53100 -0.8 -1.4 0.3 -0.251
C -1.41597 3.17089 0.98643 2.0 -0.6 -0.9 -0.282
C -2.18904 0.49267 0.79800 1.1 1.5 -0.2 -0.517
C -0.53798 2.23132 0.32725 -0.2 3.1 -0.8 -0.246
C -1.06640 1.03436 0.20563 -0.3 -2.5 -0.1 0.028
C 1.24169 -1.25963 0.81349 2.2 -0.2 0.3 -0.916
C 2.87891 -2.35949 -1.38305 0.4 1.7 1.9 -1.082
C 0.48985 -0.80175 -1.95010 0.4 -0.9 -0.4 0.333
O 0.42432 -3.36364 -0.80093 -1.3 -1.5 0.0 -0.703
F 1.37392 0.14733 -2.31472 -0.4 -0.2 0.2 -0.249
F -0.11804 -1.30038 -3.03527 0.2 0.4 0.3 -0.226
P 1.16670 -2.12146 -0.78648 1.0 2.1 -0.4 0.942
H -3.31683 3.49799 1.80161 0.3 -0.4 0.7 0.312
H -3.79404 0.97447 2.06032 0.0 0.6 -0.3 0.334
H -1.05762 4.19465 0.91730 -0.6 0.1 0.3 0.341
H -2.43840 -0.50939 0.61174 -0.5 -1.2 0.1 0.490
H 0.26673 2.60391 -0.35644 -0.4 -0.4 1.1 0.302
H 0.82761 -2.02872 1.50881 0.5 0.8 -0.2 0.260
H 2.39592 -1.10805 0.94995 -2.1 -0.4 0.3 0.323
H 0.79984 -0.25422 0.94943 -0.1 -0.8 -0.4 0.308
H 3.18574 -3.34292 -1.08186 0.2 -0.4 0.9 0.351
H 2.83987 -2.49963 -2.44313 0.3 0.9 -0.9 0.381
H 3.54954 -1.52420 -0.87644 -1.1 -1.8 -1.8 0.293
```
Forces are in eV/Å.

Its gap between HOMO and LUMO (alpha / beta) is 9.0 / 8.7 eV. For the total energy, the calculation gives -965.702531 a.u. The maximum force is 3.158 eV/Å. The HOMO energy (alpha / beta) is -8.2 / -9.6 eV. Its spin multiplicity is 3.


Molecular formula: C16H24N2O4S
Method: DFT, ωB97M-V with the def2-TZVPD basis set

```
47
Properties=species:S:1:pos:R:3:forces:R:3:mulliken_charge:R:1
C 1.73207 3.81462 3.66901 -0.1 0.0 -0.1 -1.220
C 2.30677 2.42139 3.53269 -0.4 -0.2 -0.6 -0.419
S 1.52978 1.63248 2.09345 0.7 -0.1 0.6 1.066
O 1.87469 2.38026 0.92083 0.3 0.0 -0.2 -0.675
O 0.12897 1.44578 2.36803 0.0 -0.1 0.3 -0.658
N 2.36376 0.16734 2.04021 -0.3 1.0 0.1 0.231
C 2.69070 -0.28166 0.70048 0.0 0.2 -0.7 -1.690
C 1.45268 -0.81491 -0.01654 0.3 -0.1 0.2 -0.103
C 0.82647 -1.95645 0.79492 -0.2 0.0 -0.1 0.229
C -0.43316 -2.46322 0.09186 0.6 0.0 0.4 0.100
O -0.49085 -3.56399 -0.41754 0.0 -0.4 -0.2 -0.693
N -1.45788 -1.58786 0.07619 -0.4 0.3 0.1 -0.072
C -2.67812 -1.82985 -0.66130 -0.1 -0.2 0.0 -1.232
C -2.82972 -0.87800 -1.82064 -0.2 0.1 0.0 0.235
C -4.04126 -0.26188 -2.08619 0.1 -0.2 0.1 -0.834
C -4.15302 0.60337 -3.16389 0.1 0.0 -0.1 -0.470
C -3.06401 0.86557 -3.96676 0.1 0.0 -0.1 -0.593
C -1.83655 0.25383 -3.70372 -0.1 0.0 0.1 0.614
O -0.81844 0.57365 -4.54850 -0.3 0.1 0.0 -0.470
C 0.45208 0.01834 -4.31001 0.2 -0.1 0.0 -0.693
C -1.72959 -0.62040 -2.63074 0.2 0.0 -0.2 0.159
C 0.54458 -1.50819 2.23183 0.2 0.0 0.0 -0.502
C 1.79445 -0.88581 2.85800 -0.5 -0.2 0.4 -1.150
H 0.65574 3.75154 3.81059 -0.1 0.1 0.1 0.322
H 2.17262 4.34035 4.51351 0.0 0.0 0.0 0.395
H 1.92518 4.37619 2.75835 0.0 0.1 0.0 0.331
H 3.37154 2.42479 3.32334 0.1 -0.1 0.0 0.366
H 2.09035 1.79991 4.39568 0.0 -0.1 0.1 0.351
H 3.45869 -1.05633 0.78378 0.0 0.1 0.0 0.470
H 3.09950 0.57828 0.17028 0.1 -0.2 -0.1 0.511
H 1.72528 -1.17225 -1.01164 -0.1 0.0 -0.1 0.459
H 0.74707 0.01308 -0.12100 0.0 0.0 -0.1 0.291
H 1.53142 -2.79552 0.81385 -0.1 0.0 -0.1 0.377
H -1.33607 -0.66356 0.46030 0.1 -0.1 0.0 0.234
H -2.61334 -2.86131 -1.02471 -0.1 0.1 0.1 0.431
H -3.53802 -1.74649 0.01091 0.0 -0.1 -0.1 0.370
H -4.89668 -0.45962 -1.45776 -0.1 0.0 0.1 0.373
H -5.09839 1.08086 -3.37365 -0.1 0.1 0.0 0.365
H -3.13243 1.54003 -4.80516 0.0 0.1 -0.1 0.452
H 1.09659 0.41130 -5.09484 0.0 -0.1 0.1 0.279
H 0.43280 -1.07458 -4.37211 0.0 0.0 0.0 0.336
H 0.84536 0.32200 -3.33400 0.0 0.0 0.0 0.232
H -0.80006 -1.12136 -2.40978 0.1 0.0 0.0 0.350
H -0.24255 -0.75497 2.25282 0.0 -0.1 0.0 0.256
H 0.22338 -2.36226 2.83058 0.0 0.0 0.0 0.422
H 2.57188 -1.64318 3.00178 0.0 0.1 0.1 0.479
H 1.54571 -0.45127 3.82722 0.0 -0.2 0.1 0.388
```
Forces are in eV/Å.

Its gap between HOMO and LUMO is 9.0 eV. For the total energy, the calculation gives -1432.752659 a.u. The value obtained for the energy relative to the best compared isomer or geometry (same formula, charge and spin) is 0.446 eV. The maximum force is 1.025 eV/Å. As for the structure (SMILES): CCS(=O)(=O)N1CCC(C(=O)NCc2cccc(OC)c2)CC1. The HOMO energy is -8.5 eV. Its spin multiplicity is 1.


Molecular formula: C40H45CaN5O2S4
Method: DFT, ωB97M-V with the def2-TZVPD basis set

```
97
Properties=species:S:1:pos:R:3:forces:R:3:mulliken_charge:R:1
Ca -0.11572 -0.52296 0.86795 -0.2 -1.2 0.1 0.320
C -3.31724 -3.21421 1.09049 0.0 -0.1 -0.1 -1.017
C -2.23873 -4.23719 1.46895 -0.2 0.0 0.1 -1.010
S -0.59808 -3.76115 0.88252 0.1 0.0 -0.1 0.399
C 0.45738 -4.13222 2.29173 0.1 0.0 0.1 -0.588
C -0.01075 -3.59610 3.63889 0.0 -0.2 0.1 -1.241
S -0.43331 -1.83331 3.68019 0.1 0.2 0.0 0.350
C -2.22529 -1.84996 3.98292 -0.2 -0.1 0.0 -1.003
C -3.07371 -1.06068 2.98969 0.0 0.0 0.1 -0.637
S -2.93600 -1.45565 1.23573 -0.1 0.1 0.0 0.429
H -4.23341 -3.42690 1.64608 0.0 0.0 0.0 0.649
H -3.57004 -3.32888 0.03298 0.1 0.1 0.0 0.272
H -2.52500 -5.20043 1.04206 0.0 0.0 0.0 0.597
H -2.21477 -4.37256 2.54761 0.1 0.0 0.0 0.279
H 1.40412 -3.66320 2.01861 0.0 0.0 0.0 -0.013
H 0.64124 -5.20569 2.38383 -0.1 0.0 0.0 0.610
H 0.79602 -3.75395 4.35770 0.0 0.1 0.0 0.527
H -0.85756 -4.16434 4.02575 0.0 0.1 0.0 0.572
H -2.39891 -1.42042 4.97142 0.1 0.0 0.0 0.591
H -2.55472 -2.88774 4.03487 0.0 0.0 0.0 0.393
H -2.79287 -0.00469 3.01914 0.0 0.0 0.0 0.072
H -4.11958 -1.12391 3.30081 0.0 0.0 0.0 0.656
C -0.36891 -1.00276 -6.02371 0.0 -0.1 0.0 -1.360
C -0.13668 0.26530 -5.25546 0.1 0.0 0.1 1.005
C -0.54838 1.49356 -5.74717 0.0 0.0 -0.1 -0.740
C -0.37479 2.66273 -5.02074 0.0 0.0 0.0 -0.851
C 0.21608 2.60024 -3.77170 0.0 0.0 0.1 -0.728
C 0.64408 1.38669 -3.25332 0.0 0.0 0.0 -0.427
C 0.47804 0.22540 -3.99525 -0.1 -0.1 -0.1 0.928
N 0.92018 -1.03753 -3.51180 0.1 0.1 0.0 -0.091
C 1.02208 -1.16973 -2.09213 0.1 -0.1 0.1 -0.897
N 2.26882 -0.94769 -1.64612 0.0 0.0 -0.1 0.320
C 2.90206 -1.19354 -0.37236 0.0 -0.1 -0.2 0.211
C 2.16685 -1.31439 0.81005 0.3 0.2 -0.1 -0.257
C 2.96399 -1.55853 1.94174 -0.1 0.0 0.1 -0.094
C 4.34302 -1.67498 1.91350 0.1 0.0 -0.1 -1.201
C 5.00992 -1.53573 0.70483 0.0 0.0 0.0 -0.997
C 4.30585 -1.28939 -0.46299 -0.1 0.0 0.2 1.458
C 5.05275 -1.14011 -1.75895 0.0 0.0 -0.1 -1.571
N 0.00940 -1.47401 -1.35156 0.0 0.2 -0.2 0.670
C -1.21158 -1.80070 -1.99481 0.0 0.0 0.1 0.388
C -2.25759 -0.88266 -1.95601 -0.1 0.0 0.0 -0.789
C -3.49945 -1.20962 -2.47574 0.0 0.0 0.0 -0.735
C -3.70461 -2.46165 -3.03619 0.0 0.0 0.0 -0.977
C -2.65786 -3.36994 -3.08603 0.0 0.0 0.0 -0.915
C -1.39779 -3.06268 -2.57911 -0.1 0.1 0.0 1.330
C -0.27014 -4.04665 -2.71572 0.1 -0.1 0.0 -1.687
H -0.81695 -0.79546 -6.99378 0.0 0.0 0.0 0.423
H -1.05339 -1.67030 -5.48740 0.0 0.0 0.0 0.203
H 0.56194 -1.55024 -6.19087 0.0 0.0 0.0 0.349
H -1.02497 1.52894 -6.72001 0.0 0.0 0.0 0.365
H -0.70845 3.60903 -5.42435 0.0 0.0 0.0 0.401
H 0.34255 3.49654 -3.17874 0.0 0.0 0.0 0.369
H 1.08016 1.35758 -2.26409 0.0 0.0 0.0 0.350
H 0.32539 -1.77069 -3.87487 0.0 0.0 0.0 0.110
H 2.89495 -0.77785 -2.41677 0.0 0.0 0.1 0.399
H 2.48669 -1.62805 2.91996 0.0 0.0 0.0 0.242
H 4.90481 -1.85391 2.82265 0.0 0.0 0.0 0.430
H 6.09064 -1.61329 0.66313 0.0 0.0 0.0 0.310
H 6.12558 -1.22241 -1.59210 0.0 0.0 0.0 0.384
H 4.88018 -0.16758 -2.23022 0.0 0.0 0.0 0.365
H 4.77762 -1.90943 -2.48638 0.0 0.0 0.0 0.331
H -2.09615 0.08914 -1.50229 0.0 0.0 0.0 0.338
H -4.30290 -0.48635 -2.43196 0.0 0.0 0.0 0.458
H -4.67310 -2.72930 -3.43703 0.0 0.0 0.0 0.424
H -2.81452 -4.34499 -3.53301 0.0 0.0 0.0 0.485
H -0.64940 -5.06791 -2.72858 0.0 0.0 0.0 0.515
H 0.44888 -3.95779 -1.90464 0.0 0.0 0.1 0.177
H 0.27191 -3.90005 -3.65627 0.0 0.0 0.0 0.385
C -1.72406 8.02562 1.87453 0.0 0.1 0.0 -1.502
C -1.45643 6.56116 1.68371 0.0 -0.1 0.0 1.057
C -0.74430 6.09862 0.58426 0.0 0.0 0.0 -0.911
C -0.51125 4.74257 0.40081 0.0 0.0 0.0 -0.350
C -1.00168 3.84174 1.33050 0.0 0.0 0.0 -0.403
C -1.70939 4.28014 2.44134 0.0 0.0 0.1 -0.716
C -1.93129 5.63326 2.61018 0.0 0.0 0.0 -0.880
S -0.73077 2.11339 1.10779 -0.1 0.1 -0.4 1.342
O -1.99533 1.44408 0.80960 0.0 0.2 0.1 -0.710
O 0.22318 1.95611 0.00017 -0.1 0.1 0.0 -0.233
N -0.20913 1.41754 2.40383 -0.1 0.3 0.2 -0.325
C 1.04266 1.72197 2.95493 -0.2 0.0 0.0 0.489
C 1.95032 2.64160 2.41512 0.2 0.0 0.1 -0.034
C 3.15883 2.82563 3.05912 0.0 0.0 0.0 -0.864
C 3.44316 2.09895 4.20599 0.0 0.0 0.0 -0.379
C 2.48076 1.21291 4.65675 0.0 0.0 0.0 -0.558
N 1.30780 1.02629 4.06232 0.1 0.1 0.0 -0.296
H -1.09908 8.63104 1.22028 0.0 0.0 0.0 0.354
H -1.53314 8.32816 2.90405 0.0 0.0 0.0 0.370
H -2.76647 8.26168 1.65270 0.0 0.0 0.0 0.307
H -0.36055 6.80687 -0.13965 0.0 0.0 0.0 0.322
H 0.04788 4.37900 -0.44976 0.0 0.0 0.0 0.519
H -2.06894 3.56502 3.16963 0.0 0.0 0.0 0.496
H -2.47784 5.98111 3.47827 0.0 0.0 0.0 0.378
H 1.73951 3.17453 1.50111 0.0 0.0 0.0 0.324
H 3.87820 3.52717 2.65607 0.0 0.0 0.0 0.406
H 4.38008 2.20498 4.73372 0.0 0.0 0.0 0.409
H 2.65739 0.61776 5.54703 0.0 0.0 0.0 0.375
```
Forces are in eV/Å.

Its gap between HOMO and LUMO is 7.9 eV. For the total energy, the calculation gives -4245.976088 a.u. The value obtained for the energy relative to the best compared isomer or geometry (same formula, charge and spin) is 0.424 eV. The maximum force is 1.185 eV/Å. The HOMO energy is -7.5 eV. Its spin multiplicity is 1.


Molecular formula: C2H6IN4
Method: DFT, ωB97M-V with the def2-TZVPD basis set

```
13
Properties=species:S:1:pos:R:3:forces:R:3:mulliken_charge:R:1
C 0.65657 0.80774 0.08815 -0.3 -0.6 0.3 0.553
C 0.04816 0.55735 -1.23733 -2.4 -2.5 0.7 -0.354
N 1.15458 1.90330 0.38302 0.2 0.8 -0.2 -0.503
N 0.56870 -0.37230 0.87656 0.5 0.0 0.1 -0.251
N -1.14007 -0.79258 -0.71554 1.8 2.5 -1.9 -0.621
N -0.25998 -1.35683 0.25516 0.3 -0.3 0.6 0.026
I -2.85240 0.02258 0.09925 0.3 0.0 0.2 0.319
H -0.53921 1.37045 -1.64086 -0.1 0.0 0.0 0.262
H 0.67743 0.06507 -1.97261 0.0 -0.1 0.0 0.272
H 1.57773 2.04308 1.29021 0.1 -0.2 0.2 0.251
H 0.55370 -0.30885 1.88749 -0.3 -0.2 -0.1 0.281
H 0.34105 -2.02755 -0.26898 -0.3 0.4 0.3 0.374
H -0.78625 -1.91146 0.95546 0.2 0.3 -0.2 0.392
```
Forces are in eV/Å.

Its gap between HOMO and LUMO is 9.0 eV. For the total energy, the calculation gives -596.122353 a.u. Its net charge is +1. The value obtained for the energy relative to the best compared isomer or geometry (same formula, charge and spin) is 1.433 eV. The maximum force is 3.642 eV/Å. The HOMO energy is -13.8 eV. Its spin multiplicity is 1.


Molecular formula: C23H25FeN2O3S
Method: DFT, ωB97M-V with the def2-TZVPD basis set

```
55
Properties=species:S:1:pos:R:3:forces:R:3:mulliken_charge:R:1
O -4.48437 1.26428 -0.00342 -0.9 -1.7 1.8 -0.303
C -4.63734 0.44327 0.80859 0.8 2.7 -3.2 0.307
Fe -4.28632 -0.77388 2.04557 1.1 -2.2 -1.3 0.082
C -5.76898 -0.67505 2.89951 -3.3 2.7 1.9 0.082
O -6.63384 -0.02192 3.32133 0.3 -1.5 0.0 -0.396
C -3.35099 0.41859 2.91492 2.1 3.3 2.0 0.169
O -2.71567 1.29522 3.35948 -1.5 -2.2 -1.0 -0.357
C -0.49057 -1.84920 0.41932 -0.3 -0.7 0.4 0.213
C -0.41903 -2.54968 1.70911 -0.6 -0.3 1.1 -0.826
C -1.40472 -2.03513 2.81106 0.6 0.4 0.1 -1.058
C -2.88098 -2.28921 2.53964 0.9 -1.7 -1.2 -0.162
C -3.41687 -2.55381 1.23866 -0.1 -0.3 2.3 -0.125
C -2.97013 -1.92256 0.03164 1.4 -0.2 -1.5 -0.881
C -1.63580 -1.53348 -0.26295 -1.2 0.1 -0.4 -0.227
H 0.47041 -1.55694 -0.02865 -1.1 -0.1 0.2 0.200
H -0.60068 -3.62407 1.56535 -0.2 -0.1 0.0 0.432
H 0.61364 -2.50750 2.09255 -0.3 0.2 0.0 0.425
H -1.14983 -2.55129 3.75692 -0.2 0.2 -0.3 0.357
H -1.18417 -0.97034 3.00330 0.0 -0.3 -0.2 0.388
H -3.39806 -2.70333 3.42541 0.1 0.0 -0.7 0.551
H -4.17524 -3.35712 1.17690 -0.1 0.9 0.1 0.498
H -3.71561 -1.80472 -0.78066 0.5 -0.1 0.6 0.409
H -1.52188 -0.94319 -1.18640 0.1 -0.4 0.3 0.356
C 2.67284 -2.93006 -0.32895 -0.1 -0.1 0.1 -1.144
C 2.66914 -2.02077 -1.55864 0.0 0.0 -0.3 0.601
C 3.96763 -2.23888 -2.32732 0.0 -0.1 -0.1 -1.850
C 2.49692 -0.53636 -1.18090 -0.2 -0.1 0.1 0.014
C 2.89521 0.43559 -2.26214 0.4 -0.3 -0.6 -0.899
C 2.69474 1.85152 -1.79274 -0.2 0.2 0.3 -0.909
N 1.39456 2.00327 -1.14660 0.5 0.0 0.4 0.316
C 0.87392 3.25482 -0.80957 -0.6 -0.2 -0.1 0.066
C -0.33325 3.14507 -0.12538 1.5 -0.9 -0.7 0.445
C -1.06146 4.29831 0.17502 -1.3 1.3 0.7 -0.835
C -0.53359 5.53412 -0.24259 0.6 0.0 -0.4 -0.443
C 0.69010 5.62396 -0.93119 -1.7 1.5 0.8 -0.723
C 1.42298 4.46453 -1.20812 1.2 -1.2 -0.5 -0.871
S -0.73051 1.47921 0.18335 0.2 -0.2 -0.2 0.164
C 0.71967 0.92820 -0.64831 0.8 -0.2 -0.6 -0.057
N 1.12661 -0.29728 -0.79126 0.5 0.9 -0.1 -0.251
H 3.35399 -2.52627 0.43335 -0.1 -0.1 -0.1 0.295
H 1.67835 -3.05151 0.11440 0.3 0.1 -0.1 0.143
H 3.03065 -3.93050 -0.60857 -0.1 0.2 0.1 0.417
H 1.82436 -2.31080 -2.20612 0.2 0.2 0.1 0.232
H 4.81566 -1.90270 -1.71796 0.0 0.0 -0.2 0.333
H 4.10726 -3.30040 -2.54785 0.0 0.0 0.1 0.469
H 3.97467 -1.70539 -3.28092 0.1 0.0 0.1 0.402
H 3.18166 -0.37200 -0.32201 -0.1 0.1 0.0 -0.044
H 3.94922 0.29032 -2.52262 -0.1 0.2 -0.1 0.473
H 2.30613 0.23360 -3.16615 0.0 0.0 0.1 0.348
H 3.48617 2.11265 -1.07300 -0.2 0.1 -0.2 0.385
H 2.74633 2.53669 -2.64163 0.0 0.1 0.1 0.506
H -2.01174 4.20723 0.70288 0.2 0.3 -0.1 0.364
H -1.09365 6.44947 -0.02874 0.2 -0.3 -0.1 0.317
H 1.06897 6.58947 -1.26350 -0.2 -0.1 0.1 0.329
H 2.37349 4.48595 -1.73343 -0.2 0.1 0.1 0.279
```
Forces are in eV/Å.

Its gap between HOMO and LUMO (alpha / beta) is 2.2 / 4.7 eV. For the total energy, the calculation gives -2888.382621 a.u. Its net charge is -1. The value obtained for the energy relative to the best compared isomer or geometry (same formula, charge and spin) is 0.000 eV. The maximum force is 4.681 eV/Å. The HOMO energy (alpha / beta) is 0.3 / -3.9 eV. Its spin multiplicity is 5.


Molecular formula: C4H13N4PS
Method: DFT, ωB97M-V with the def2-TZVPD basis set

```
23
Properties=species:S:1:pos:R:3:forces:R:3:mulliken_charge:R:1
C -0.77692 3.06637 1.58638 -3.3 0.7 -0.2 -0.818
N -0.52635 2.19166 0.44633 -1.8 -0.2 1.3 -0.307
P -0.20828 0.59099 0.65896 1.4 -1.7 0.4 0.290
S 0.79435 0.06572 2.31941 -1.2 0.4 -1.1 -0.380
N 0.65102 0.22540 -0.73162 -0.3 1.0 0.6 -0.471
C 1.14808 -0.85100 -1.13385 0.5 -2.1 -0.3 0.929
C 1.97474 -0.87613 -2.35344 0.2 1.1 -1.1 -1.440
C 1.05021 -2.29331 -0.62856 -1.6 0.4 3.8 -1.043
N -1.73175 -0.07299 0.34448 -0.4 0.1 1.0 -0.303
N -1.97224 -1.46078 0.71860 -3.3 1.5 -5.8 -0.456
H -1.20151 2.47781 2.41746 0.9 0.3 -0.1 0.329
H 0.10581 3.58981 1.73072 1.7 0.8 1.4 0.353
H -1.59029 3.93372 1.47404 1.4 -2.0 -0.6 0.221
H 0.00426 2.64686 -0.22236 1.1 0.5 -1.8 0.309
H 1.68070 -1.65425 -3.01729 0.2 -1.3 -0.2 0.388
H 1.84362 -0.03338 -2.98594 -0.4 1.3 -0.2 0.425
H 3.03488 -0.84131 -2.16309 0.4 -0.7 0.4 0.308
H 0.71549 -2.31449 0.51851 1.1 0.1 -2.3 0.213
H 0.18377 -2.80910 -1.04451 0.1 0.2 -0.6 0.312
H 1.95668 -2.89383 -0.77556 -0.2 0.4 -0.1 0.381
H -2.40121 0.62141 0.70937 0.0 -0.7 0.0 0.305
H -3.01423 -1.64674 0.54605 2.3 0.3 0.4 0.247
H -1.72083 -1.66243 1.58591 1.2 -0.7 5.1 0.210
```
Forces are in eV/Å.

Its gap between HOMO and LUMO is 9.2 eV. For the total energy, the calculation gives -1118.747446 a.u. The value obtained for the energy relative to the best compared isomer or geometry (same formula, charge and spin) is 0.000 eV. The maximum force is 6.846 eV/Å. As for the structure (SMILES): CN[P@](=S)(N=C(C)C)NN. The HOMO energy is -8.3 eV. Its spin multiplicity is 1.